# 1
{
  "formula": "C42H105I2MnN7",
  "method": "ωB97M-V with the def2-TZVPD basis set",
  "energy_ha": -3792.9561,
  "fmax_ev_per_a": 2.2,
  "lumo_ha": [0.0143, 0.0142],
  "molar_mass_g_mol": 1017.1,
  "multiplicity": 6,
  "species": ["Mn", "I", "I", "C", "C", "N", "C", "C", "C", "C", "H", "H", "H", "H", "H", "H", "H", "H", "H", "H", "H", "H", "H", "H", "H", "C", "C", "N", "C", "C", "C", "C", "H", "H", "H", "H", "H", "H", "H", "H", "H", "H", "H", "H", "H", "H", "H", "C", "C", "N", "C", "C", "C", "C", "H", "H", "H", "H", "H", "H", "H", "H", "H", "H", "H", "H", "H", "H", "H", "C", "C", "N", "C", "C", "C", "C", "H", "H", "H", "H", "H", "H", "H", "H", "H", "H", "H", "H", "H", "H", "H", "C", "C", "N", "C", "C", "C", "C", "H", "H", "H", "H", "H", "H", "H", "H", "H", "H", "H", "H", "H", "H", "H", "C", "C", "N", "C", "C", "C", "C", "H", "H", "H", "H", "H", "H", "H", "H", "H", "H", "H", "H", "H", "H", "H", "C", "C", "N", "C", "C", "C", "C", "H", "H", "H", "H", "H", "H", "H", "H", "H", "H", "H", "H", "H", "H", "H"],
  "coordinates": [[-0.6705, -0.9038, -1.2786], [1.6959, 0.0456, -0.4062], [-2.0801, -2.0484, 0.8035], [-2.7233, -3.2723, -2.6631], [-1.5203, -2.9494, -3.5659], [-0.3329, -2.4754, -2.8535], [0.2326, -3.5365, -1.9470], [0.3083, -4.9103, -2.5486], [0.7854, -2.0922, -3.7888], [0.3600, -1.5171, -5.1166], [-3.5370, -3.6515, -3.2751], [-3.1720, -2.4084, -2.1803], [-2.4996, -3.9935, -1.8815], [-1.2868, -3.8333, -4.1756], [-1.6633, -2.1409, -4.2723], [1.1875, -3.0859, -1.6603], [-0.3688, -3.5340, -1.0407], [-0.6543, -5.4297, -2.5759], [0.7222, -4.8763, -3.5567], [1.0084, -5.5135, -1.9728], [1.3114, -3.0331, -3.9745], [1.4862, -1.4589, -3.2300], [1.2348, -1.0278, -5.5466], [-0.4030, -0.7401, -5.0800], [-0.0074, -2.2755, -5.8056], [-8.7370, -2.3360, -0.7047], [-7.6934, -2.4091, -1.8136], [-6.3023, -2.4251, -1.3671], [-5.9551, -3.6228, -0.6535], [-6.0549, -4.9338, -1.4721], [-5.9907, -1.2380, -0.5767], [-6.3534, 0.0576, -1.2522], [-8.5633, -1.4460, -0.0922], [-8.7420, -3.1877, -0.0198], [-9.7555, -2.2928, -1.1014], [-7.7806, -3.2930, -2.4436], [-7.7340, -1.5717, -2.5043], [-4.9183, -3.4939, -0.3398], [-6.5397, -3.7755, 0.2812], [-5.5291, -4.8658, -2.4286], [-5.5766, -5.7756, -0.9579], [-7.0788, -5.2437, -1.6915], [-4.9468, -1.4374, -0.3367], [-6.4605, -1.3324, 0.4182], [-7.4121, 0.3019, -1.3062], [-5.8379, 0.0345, -2.2040], [-5.8570, 0.8882, -0.7454], [4.9093, -5.7584, 3.3017], [4.8790, -4.2469, 3.0449], [4.4663, -3.9246, 1.6920], [4.7333, -2.5679, 1.3210], [6.1828, -2.2361, 1.1249], [3.0730, -4.2888, 1.4268], [1.9998, -3.5342, 2.1356], [5.3844, -5.9230, 4.2676], [5.5074, -6.2304, 2.5272], [3.9261, -6.2347, 3.3137], [4.1719, -3.7843, 3.7478], [5.8866, -3.8775, 3.2232], [4.1154, -2.4172, 0.4370], [4.3275, -1.8324, 2.0332], [6.6149, -2.9405, 0.4085], [6.3564, -1.2345, 0.7404], [6.7405, -2.3448, 2.0498], [2.9594, -5.3607, 1.5596], [2.9526, -4.0911, 0.3519], [2.0952, -3.7031, 3.2173], [0.9473, -3.7084, 1.9071], [2.1772, -2.4600, 2.0408], [-0.2277, 0.4441, 4.1990], [-0.5901, -0.8007, 5.0012], [-0.1419, -0.7363, 6.3920], [-0.7961, -1.7172, 7.2323], [-0.5639, -1.5040, 8.7038], [1.3318, -0.6977, 6.5161], [2.0704, -1.9766, 6.1464], [-0.9948, 0.6024, 3.4436], [0.7516, 0.3740, 3.7176], [-0.2318, 1.2952, 4.8795], [-1.6765, -0.9038, 5.0718], [-0.2179, -1.6138, 4.3587], [-1.8645, -1.6470, 7.0232], [-0.4770, -2.7393, 6.9678], [-1.0546, -2.2917, 9.2645], [0.4944, -1.6255, 8.9107], [-0.9542, -0.5429, 9.0476], [1.5897, -0.4331, 7.5470], [1.6635, 0.1307, 5.8817], [1.8840, -2.2684, 5.1084], [1.7945, -2.8219, 6.7852], [3.1515, -1.8459, 6.2590], [-1.9585, 1.9833, 0.2775], [-2.6289, 1.4008, -0.9564], [-1.7687, 0.9212, -2.0835], [-2.6744, 0.5204, -3.1960], [-3.4773, 1.6360, -3.8408], [-0.8233, 1.9810, -2.5492], [-0.0296, 1.6772, -3.7455], [-2.7663, 2.2629, 0.9585], [-1.3372, 2.8382, 0.0361], [-1.3887, 1.2156, 0.7928], [-3.3095, 0.5683, -0.7810], [-3.2495, 2.1907, -1.3887], [-2.0507, 0.0531, -3.9567], [-3.3825, -0.2384, -2.8560], [-2.8756, 2.4875, -4.1534], [-3.9917, 1.2468, -4.7191], [-4.2069, 1.9680, -3.1112], [-0.1323, 2.1245, -1.7185], [-1.4623, 2.8503, -2.7261], [0.6898, 2.4910, -3.8997], [-0.6517, 1.6649, -4.6457], [0.5568, 0.7631, -3.6557], [0.4842, 6.0734, -4.0984], [1.3453, 5.2823, -3.1289], [2.3747, 4.4309, -3.7302], [3.3435, 5.2179, -4.4990], [4.1087, 6.2618, -3.7773], [2.9873, 3.5552, -2.7720], [3.8326, 2.4329, -3.3605], [-0.1562, 6.7296, -3.5151], [-0.0641, 5.4479, -4.7995], [1.1200, 6.6939, -4.7302], [1.7578, 5.9640, -2.3706], [0.6553, 4.6095, -2.5978], [4.0375, 4.5201, -4.9816], [2.8000, 5.7084, -5.3054], [3.3365, 6.9034, -3.3620], [4.7804, 5.8134, -3.0347], [4.7570, 6.8308, -4.4394], [2.1320, 3.1303, -2.2374], [3.5745, 4.1198, -2.0254], [4.0196, 1.6376, -2.6416], [4.7778, 2.7960, -3.7661], [3.2395, 1.9832, -4.1627], [2.9872, 3.0698, 4.0772], [1.8932, 3.0535, 2.9898], [2.0446, 4.1484, 2.0579], [3.2047, 3.9260, 1.1980], [3.5929, 5.1703, 0.4141], [0.8580, 4.3228, 1.2125], [-0.3749, 4.7656, 1.9674], [3.1374, 4.0866, 4.4393], [3.9245, 2.7393, 3.6227], [2.8108, 2.3942, 4.9176], [1.8783, 2.0872, 2.4594], [0.9638, 3.2014, 3.5444], [4.0236, 3.6180, 1.8392], [2.9511, 3.0696, 0.5616], [4.6059, 5.1171, 0.0136], [2.8606, 5.4806, -0.3245], [3.6575, 5.9875, 1.1382], [0.6082, 3.3662, 0.7150], [1.0799, 5.0501, 0.4367], [-0.7913, 3.9964, 2.6223], [-1.1358, 5.1326, 1.2692], [-0.0463, 5.5471, 2.6578]],
  "forces_ev_per_angstrom": [[-0.2, 0.1, 0.3], [-0.1, -0.1, -0.2], [0.2, 0.3, -0.2], [0.0, 0.4, -0.6], [-0.2, 0.0, 0.0], [0.5, -0.1, 0.6], [-0.3, 1.1, 0.3], [0.5, -0.4, -0.2], [-0.4, -0.8, 0.4], [0.2, 0.5, -0.4], [0.0, -0.3, -0.2], [0.3, 0.3, 0.2], [0.1, -0.1, 0.0], [0.1, 0.0, 0.1], [-1.0, -0.1, -0.1], [0.2, -0.6, 0.1], [-0.1, -0.2, 0.1], [0.1, 0.2, 0.0], [-0.1, -0.1, -0.1], [-0.1, -0.1, 0.1], [0.3, 0.2, -0.3], [-0.3, 0.1, -0.1], [0.0, -0.1, -0.2], [0.0, 0.0, 0.3], [0.1, -0.1, 0.0], [-0.3, 0.1, 0.1], [0.6, -0.5, -0.4], [-0.8, 0.3, -0.4], [0.3, -1.2, 0.3], [0.2, 0.2, -0.1], [-0.1, -1.5, 1.0], [1.4, 0.4, 0.3], [-0.2, -0.1, -0.1], [0.3, -0.1, -0.2], [0.1, 0.2, -0.1], [-0.5, -0.1, 0.0], [-0.6, 0.2, 0.0], [0.1, -0.1, 0.1], [0.1, 0.2, -0.2], [-0.1, 0.3, 0.0], [-0.1, 0.3, 0.2], [0.0, 0.1, 0.1], [0.4, 1.1, -0.1], [-0.2, 0.3, 0.0], [0.0, -0.3, -0.2], [-0.5, 0.1, -0.8], [-0.2, 0.0, 0.3], [0.1, 0.4, 0.0], [-0.6, -0.7, 0.1], [0.0, -0.7, 0.4], [-0.8, 1.0, 0.1], [0.6, -0.6, -0.6], [0.2, -0.4, -1.6], [0.0, 1.1, 1.9], [0.0, -0.2, 0.1], [0.1, -0.2, -0.1], [0.1, 0.2, 0.0], [0.3, 0.2, 0.3], [-0.1, 0.2, 0.0], [0.4, 0.4, -0.4], [-0.1, 0.0, 0.3], [0.1, 0.0, 0.0], [-0.2, 0.2, 0.1], [0.1, 0.1, 0.2], [0.0, -0.2, 0.0], [-0.1, -0.3, 0.0], [-0.2, -0.1, 0.0], [0.2, -0.3, -0.5], [-0.2, 0.1, -0.2], [-0.2, 0.2, 0.4], [-0.1, 0.3, -0.2], [0.8, 0.1, -0.4], [-0.1, -0.3, -0.4], [0.1, -0.2, 0.1], [-0.5, 0.1, 0.1], [0.2, -0.3, -0.2], [0.1, 0.1, -0.2], [-0.1, 0.0, 0.0], [0.0, 0.2, -0.1], [0.1, 0.0, -0.3], [0.0, -0.6, 0.6], [-0.1, -0.1, -0.1], [-0.2, -0.1, 0.0], [-0.2, -0.1, 0.1], [0.2, 0.3, 0.3], [0.3, 0.0, 0.0], [-0.1, 0.1, -0.2], [0.1, -0.1, 0.1], [0.0, 0.0, 0.1], [-0.1, 0.1, 0.0], [-0.1, 0.1, 0.0], [-0.4, -1.0, -0.2], [-0.3, 0.6, -1.0], [0.1, -0.6, 0.0], [0.4, -0.2, -0.4], [-0.1, 0.0, 0.2], [-1.0, -0.1, 1.6], [0.6, 0.1, -1.3], [0.1, 0.2, 0.0], [0.0, 0.1, 0.1], [0.4, 0.0, 0.1], [0.1, 0.0, 0.6], [-0.1, 0.2, 0.1], [0.0, -0.1, 0.0], [0.2, -0.1, 0.3], [0.0, 0.0, 0.0], [-0.1, 0.0, 0.1], [-0.4, 0.3, -0.2], [-0.2, 0.4, 0.1], [0.4, 0.4, 0.2], [-0.1, -0.1, 0.0], [0.2, -0.3, 0.0], [-0.1, -0.1, 0.0], [0.9, 0.2, -0.3], [-0.4, -0.8, 0.3], [-0.1, 1.0, -1.0], [-0.1, -1.2, -1.4], [0.4, 0.2, 0.7], [0.0, -0.2, 1.1], [-0.6, 0.1, -0.4], [-0.3, 0.0, -0.2], [-0.3, -0.2, 0.2], [-0.1, 0.3, 0.1], [0.0, 0.0, 0.0], [0.3, 0.0, 0.1], [-0.2, 0.0, 0.0], [0.0, -0.1, -0.2], [0.5, 0.5, 0.6], [-0.4, 0.3, 0.3], [-0.2, 0.1, -0.2], [0.3, -0.3, 0.3], [-0.1, -0.2, -0.1], [0.1, 0.2, 0.2], [0.0, -0.1, 0.0], [0.2, 0.0, -0.2], [0.4, -0.2, -0.8], [0.0, 0.1, 1.2], [-0.2, 0.7, -0.4], [-0.4, -0.1, 0.0], [0.3, 0.5, 0.9], [-0.2, -0.9, 0.2], [0.3, 0.4, 0.6], [-0.1, 0.0, 0.1], [0.1, 0.1, 0.2], [-0.3, 0.1, -0.1], [-0.2, 0.0, 0.1], [-0.2, -0.2, -0.4], [0.2, 0.1, -0.1], [0.3, -0.1, -0.4], [-0.2, -0.3, -0.4], [0.2, -0.2, -0.3], [-0.1, 0.1, 0.0], [0.3, 0.0, -0.2], [0.0, 0.1, 0.0], [-0.1, -0.1, -0.4], [0.1, 0.0, 0.3], [-0.3, 0.3, -0.2]],
  "mulliken_charge": [1.28, -0.81, -0.75, -1.22, -1.00, 1.60, -0.49, -1.57, -0.68, -1.77, 0.41, -0.22, 0.36, 0.47, 0.62, 0.52, -0.01, 0.31, 0.35, 0.45, 0.42, 0.37, 0.40, 0.38, 0.38, -1.08, -0.85, 0.15, -0.15, -1.49, 0.20, -1.61, 0.27, 0.28, 0.40, 0.53, 0.45, 0.14, 0.36, 0.24, 0.43, 0.40, -0.25, 0.48, 0.42, 0.33, 0.39, -1.41, 0.11, 0.19, 0.00, -1.46, -1.22, -0.64, 0.45, 0.33, 0.31, -0.06, 0.36, 0.13, 0.16, 0.35, 0.39, 0.33, 0.37, 0.40, 0.31, 0.40, 0.16, -0.88, -0.65, 0.16, -0.40, -1.35, -0.29, -0.68, 0.24, 0.18, 0.37, 0.54, 0.09, 0.42, 0.32, 0.42, 0.32, 0.29, 0.38, -0.18, -0.03, 0.29, 0.46, -1.04, -0.87, 2.46, 0.83, -1.69, 0.02, -0.27, 0.55, -0.04, -0.13, 0.31, 0.30, -0.63, -0.40, 0.31, 0.49, 0.39, -0.82, 0.40, 0.01, 0.48, -0.56, -1.65, 0.29, 0.30, -0.79, -0.96, 0.72, -1.67, 0.45, 0.34, 0.34, 0.13, -0.14, 0.54, 0.45, 0.23, 0.21, 0.44, -0.31, -0.09, 0.42, 0.37, 0.35, -1.46, 0.21, 0.09, 0.23, -1.30, 0.15, -1.73, 0.35, 0.33, 0.34, -0.12, 0.24, 0.40, -0.04, 0.45, -0.04, 0.45, 0.28, 0.05, 0.25, 0.45, 0.50]
}

***

# 2
{
  "formula": "ClFN2O2",
  "method": "ωB97M-V with the def2-TZVPD basis set",
  "energy_ha": -819.7696,
  "relative_energy_kj_mol": 93.4,
  "fmax_ev_per_a": 5.2,
  "lumo_ha": [-0.0272, -0.0431],
  "molar_mass_g_mol": 114.5,
  "species": ["N", "N", "O", "O", "F", "Cl"],
  "coordinates": [[1.2489, -0.2208, 0.5565], [-0.8797, 0.3043, -0.1089], [-1.1326, 1.3594, 0.2288], [-1.2877, -0.5578, -0.7111], [1.0368, -1.5211, 0.1060], [2.3527, 0.7265, -0.2916]],
  "forces_ev_per_angstrom": [[-1.4, -0.3, 1.4], [4.3, -0.3, 1.6], [-1.7, 4.1, 1.1], [-2.5, -3.6, -2.8], [1.2, 0.9, -0.6], [0.1, -0.8, -0.7]],
  "mulliken_charge": [0.03, 0.94, -0.45, -0.43, -0.13, 0.03]
}

***

# 3
{
  "formula": "C12H27BFN2O6S",
  "method": "ωB97M-V with the def2-TZVPD basis set",
  "energy_ha": -1557.3402,
  "charge": -1,
  "fmax_ev_per_a": 1.7,
  "lumo_ha": 0.0680,
  "molar_mass_g_mol": 357.2,
  "species": ["C", "C", "O", "C", "N", "B", "O", "O", "S", "O", "O", "F", "H", "H", "H", "H", "H", "H", "H", "H", "H", "C", "C", "C", "C", "C", "C", "N", "O", "C", "C", "C", "H", "H", "H", "H", "H", "H", "H", "H", "H", "H", "H", "H", "H", "H", "H", "H", "H", "H"],
  "coordinates": [[0.8304, 0.2229, 2.4605], [0.4258, 1.6457, 2.1354], [0.7900, 2.4809, 3.2373], [0.9530, 3.7853, 2.7998], [1.0694, 4.7648, 3.8986], [2.2884, 4.6316, 4.7206], [2.7123, 5.7104, 5.4858], [3.0444, 3.5230, 4.7104], [-0.2879, 4.9066, 4.8043], [-0.0585, 5.7849, 5.8791], [-0.8632, 3.6824, 5.1753], [-1.2149, 5.6439, 3.8182], [1.8202, 0.2776, 2.9091], [0.8399, -0.4081, 1.5775], [0.1654, -0.1427, 3.2387], [0.9088, 1.9714, 1.2118], [-0.6530, 1.6646, 1.9658], [0.1747, 4.1222, 2.1096], [1.8951, 3.8486, 2.2450], [2.3742, 5.6049, 6.3888], [3.7892, 3.6949, 5.3079], [0.0468, -3.8869, -1.0112], [0.3266, -2.9768, -2.2238], [-0.2218, -3.6489, -3.4915], [-1.7467, -3.6617, -3.6080], [-2.4086, -2.4818, -2.8837], [-1.4923, -1.2677, -2.6680], [-0.3243, -1.6954, -1.9309], [0.5661, -0.6436, -1.6637], [-2.2707, -0.2827, -1.7957], [-1.2025, -0.5850, -4.0176], [1.8384, -2.8941, -2.3973], [0.4603, -3.4430, -0.1042], [0.5003, -4.8823, -1.1357], [-1.0241, -4.0280, -0.8554], [0.1865, -3.1381, -4.3679], [0.1539, -4.6769, -3.5592], [-2.0186, -3.6480, -4.6682], [-2.1483, -4.5996, -3.2125], [-3.3104, -2.1846, -3.4297], [-2.7616, -2.8242, -1.9061], [-2.4504, -0.7085, -0.8066], [-3.2438, -0.0502, -2.2469], [-1.7271, 0.6536, -1.6720], [-2.1373, -0.2759, -4.5020], [-0.6761, -1.2386, -4.7158], [-0.5959, 0.3095, -3.8747], [2.2485, -3.8974, -2.5642], [2.3228, -2.4844, -1.5133], [2.1068, -2.2747, -3.2539]],
  "forces_ev_per_angstrom": [[0.2, 0.6, 0.5], [-0.1, -0.8, -0.3], [-0.4, 0.2, -0.1], [0.5, 0.2, -0.5], [-0.4, -1.2, 0.1], [0.2, 1.1, 0.3], [-0.3, -0.3, 0.5], [0.3, -0.4, -0.1], [0.7, 0.0, 1.0], [0.6, 1.5, 0.6], [-0.9, -1.1, -0.8], [-0.3, 0.0, -0.6], [0.2, -0.2, -0.1], [-0.2, -0.1, -0.1], [-0.1, -0.3, -0.1], [0.2, 0.1, 0.0], [-0.1, 0.4, 0.0], [-0.3, -0.1, 0.2], [0.1, 0.2, 0.0], [0.1, 0.5, -0.2], [-0.1, -0.2, -0.4], [0.1, -0.5, 0.0], [-0.4, -0.4, 0.0], [-0.1, -0.1, -0.3], [-0.1, 0.0, 0.0], [-0.1, -0.3, 0.0], [-0.1, -0.3, -0.3], [0.2, 0.2, 0.6], [0.1, 0.2, -0.1], [-0.2, 0.4, 0.0], [-0.1, 0.2, -0.3], [0.3, 0.2, 0.0], [0.0, 0.1, -0.1], [0.0, 0.0, 0.0], [0.0, 0.1, -0.1], [0.1, 0.1, 0.1], [0.1, 0.0, 0.1], [0.0, 0.0, 0.0], [0.0, 0.0, 0.0], [0.1, 0.1, 0.0], [0.1, 0.1, 0.1], [0.1, -0.1, 0.0], [0.0, 0.0, -0.1], [0.2, -0.1, 0.0], [0.0, 0.0, 0.0], [0.0, 0.0, 0.1], [0.1, -0.1, 0.2], [-0.2, -0.1, 0.0], [-0.1, 0.2, 0.0], [0.0, 0.1, 0.1]],
  "mulliken_charge": [-1.25, -0.28, -0.17, -0.62, 0.14, 0.30, -0.54, -0.45, 1.09, -0.63, -0.52, -0.22, 0.31, 0.34, 0.30, 0.38, 0.28, 0.43, 0.42, 0.33, 0.34, -1.65, 1.45, -1.37, -0.60, -1.48, 1.79, 0.69, -0.98, -1.95, -1.74, -1.84, 0.29, 0.35, 0.35, 0.31, 0.56, 0.34, 0.34, 0.52, 0.31, 0.42, 0.37, 0.36, 0.38, 0.32, 0.35, 0.39, 0.32, 0.38]
}

***

What is the formula in the third record? C12H27BFN2O6S